The following is a quantum chemistry calculation of a molecular structure, CHOP3, from OMol25.

Cartesian coordinates (Å):
C: 0.20779 0.36029 -0.32202
O: -0.98470 0.30633 2.27931
P: 1.42700 -0.49466 -1.49401
P: -0.52765 -1.16414 -1.13854
P: 0.02866 -0.32022 1.45037
H: -0.15111 1.31240 -0.77511

Calculated values
**Kohn-Sham gap (alpha / beta)**: 7.09 / 7.09 eV
**LUMO level (alpha / beta)**: -2.057 / -2.058 eV
**2S+1**: 1
**Energy relative to the best compared isomer or geometry (same formula, charge and spin)**: 28.0 kcal per mole